No. 1
Computed, not measured: one molecule with the formula C2H3Cl2NS, with wB97M-V/def2-TZVPD.

The largest force on an atom comes out at 2.2 eV Å⁻¹. As for the spin multiplicity: 1. The total charge is 0. As for the SMILES: S/N=C\C(Cl)Cl. For the energy relative to the best compared isomer or geometry (same formula, charge and spin), the calculation gives 99.9 kJ/mol. The calculated total energy is -1451.285603 a.u. The calculation puts the gap between HOMO and LUMO at 9.4 eV. The value obtained for the HOMO energy is -9.2 eV.

```
9
Properties=species:S:1:pos:R:3:forces:R:3:mulliken_charge:R:1
C 0.1781 0.5900 1.3032 -1.85 0.29 -1.22 0.054
C 0.2635 -0.8555 0.7984 0.40 0.51 -0.32 -0.163
H -0.2855 0.9498 -1.5941 0.37 -1.20 -0.38 0.111
H 0.4631 0.7649 2.3273 0.06 -0.30 0.42 0.367
H 0.3635 -1.5291 1.6524 -0.15 0.08 -0.31 0.313
N -0.3594 1.6097 0.7418 1.21 -0.40 -0.33 -0.406
S -0.7068 1.9588 -0.8805 -0.50 0.75 1.38 -0.045
Cl -1.1477 -1.4063 -0.1921 0.61 0.36 0.67 -0.108
Cl 1.7732 -1.0173 -0.1667 -0.16 -0.09 0.10 -0.123
```
Positions in Å, forces in eV/Å.

***

No. 2
Computed, not measured: C41H48IN7O6PbSSi as an isolated structure, with wB97M-V/def2-TZVPD.

The largest force on an atom comes out at 3.7 eV Å⁻¹. As for the spin multiplicity: 1. The total charge is 0. For the energy relative to the best compared isomer or geometry (same formula, charge and spin), the calculation gives 223.7 kJ/mol. The calculated total energy is -3604.128724 a.u. The calculation puts the gap between HOMO and LUMO (spin up / spin down) at 2.9 / 2.9 eV. The value obtained for the HOMO energy (spin up / spin down) is -6.9 / -6.9 eV.

```
106
Properties=species:S:1:pos:R:3:forces:R:3:mulliken_charge:R:1
Pb 1.0012 0.3354 -0.3065 -1.02 -0.91 -0.14 1.533
N 0.0536 -0.1949 -2.8149 -0.11 0.21 0.32 -0.171
N -0.0262 0.8283 -3.7435 0.10 0.02 0.06 -0.239
C 0.6201 1.9901 -3.5714 -0.20 -0.31 -0.33 0.293
N 0.4831 2.8884 -4.5588 0.24 -0.12 0.17 -0.328
S 1.5899 2.3733 -2.2407 0.19 -0.47 0.45 -0.427
H 0.5164 -1.0267 -3.1620 0.10 0.00 -0.02 0.308
H -0.8459 -0.4005 -2.3780 0.32 0.09 -0.13 -0.378
H -0.6942 0.7494 -4.5008 0.04 0.03 0.05 0.290
H -0.2274 2.7785 -5.2648 0.01 0.00 0.02 0.269
H 0.8517 3.8104 -4.4025 -0.02 0.00 -0.04 0.255
C -2.2407 -1.9954 2.3348 -0.09 0.08 -0.03 -0.783
C -1.1423 -1.6491 3.3374 -0.03 0.01 0.04 -0.390
C 0.1064 -2.4344 3.0504 -0.25 -0.15 0.10 0.596
C 0.1224 -3.7871 3.3747 -0.19 0.29 0.04 -0.660
C 1.1937 -4.5967 3.0563 0.10 -0.06 -0.05 -1.168
C 2.2970 -4.0607 2.4150 0.18 0.11 -0.02 -0.855
C 2.3290 -2.7150 2.0794 0.26 -0.08 0.10 0.371
C 3.5716 -2.1247 1.4705 0.03 -0.11 -0.02 0.131
C 4.4585 -1.4507 2.5184 -0.01 -0.05 0.04 -1.398
C 1.2274 -1.9091 2.4045 0.28 0.00 -0.23 -0.445
N 1.3125 -0.5486 2.0288 -0.22 0.14 -0.74 1.194
C 1.3463 0.4238 2.8618 0.17 -0.05 0.22 -0.081
C 1.4135 1.7874 2.4732 -0.10 -0.04 0.14 -0.239
C 1.5459 2.9296 3.2631 0.04 -0.05 -0.12 -1.456
C 1.6066 4.0106 2.3794 -0.01 -0.18 -0.13 -0.896
C 1.4889 3.4748 1.0958 0.10 0.25 -0.06 -1.217
N 1.3707 2.1380 1.1567 0.01 -0.49 -0.48 1.648
H -3.1618 -1.4687 2.5819 -0.07 0.03 0.00 0.517
H -2.4430 -3.0659 2.3341 0.01 -0.02 -0.01 0.544
H -1.9464 -1.7239 1.3217 0.00 0.00 -0.04 -0.280
H -1.4761 -1.8936 4.3504 0.01 0.05 -0.03 0.538
H -0.9542 -0.5749 3.3148 -0.04 0.00 0.02 -0.016
H -0.7404 -4.2098 3.8737 -0.05 0.01 0.02 0.466
H 1.1709 -5.6482 3.3090 0.02 -0.02 -0.02 0.466
H 3.1457 -4.6870 2.1673 0.03 -0.04 -0.10 0.591
H 3.3172 -1.4014 0.6914 0.05 -0.05 -0.02 -0.445
H 4.1351 -2.9307 0.9941 -0.07 0.03 -0.03 0.466
H 4.0001 -0.5393 2.9048 -0.01 0.04 0.05 0.233
H 5.4242 -1.1811 2.0916 0.00 0.01 -0.01 0.389
H 4.6320 -2.1235 3.3589 0.03 -0.02 0.01 0.309
H 1.3683 0.1971 3.9303 0.00 0.01 -0.08 0.245
H 1.6123 2.9506 4.3375 -0.01 -0.01 0.08 0.605
H 1.6997 5.0541 2.6252 0.00 0.05 0.00 0.544
H 1.4667 3.9951 0.1512 -0.04 0.02 -0.02 0.432
O 3.9529 -6.8037 -1.8219 0.53 -1.49 -0.23 -0.667
C 4.0460 -6.0955 -0.8304 -1.74 2.80 -1.70 0.032
O 4.4960 -6.0821 0.2920 0.96 -0.89 1.68 -0.636
C 3.3291 -4.6860 -1.1857 1.39 -2.04 0.59 0.460
C 4.0573 -3.7324 -1.8732 -0.80 0.54 0.04 -0.685
C 3.4414 -2.5111 -2.0568 0.26 0.31 -0.23 -0.572
N 2.2150 -2.2284 -1.6068 -0.17 0.27 0.31 0.157
C 1.5400 -3.1829 -0.9642 0.28 -0.25 0.00 0.677
C 2.0541 -4.4672 -0.7461 -0.61 1.32 -0.39 -1.048
C 0.1628 -2.8670 -0.4269 0.88 -0.91 -0.16 -0.471
O -0.4756 -3.7779 0.0653 -0.49 0.32 -0.01 -0.694
O -0.2300 -1.6562 -0.5912 -0.38 1.45 0.61 0.485
H 5.0560 -3.9177 -2.2398 0.02 -0.06 -0.03 0.448
H 3.9546 -1.7129 -2.5771 -0.04 0.10 0.03 0.503
H 1.4406 -5.1804 -0.2191 0.13 -0.12 0.02 0.640
N 5.6815 1.4149 -1.9011 -0.12 0.00 -0.03 -0.319
C 4.6688 1.2662 -1.0209 0.33 0.32 0.04 0.096
O 3.8821 0.3378 -1.0851 -0.49 -0.15 0.15 -0.155
C 4.5542 2.3379 0.0326 0.03 0.05 0.01 0.236
I 5.9992 2.0417 1.5715 0.03 0.04 0.01 0.045
H 5.8144 0.7167 -2.6125 0.03 -0.04 0.03 0.256
H 6.3650 2.1435 -1.7991 0.02 -0.03 0.04 0.194
H 3.5797 2.2942 0.5077 0.14 -0.03 -0.04 -1.009
H 4.7383 3.3288 -0.3727 -0.02 0.02 -0.01 0.552
C -1.9583 3.7643 0.8813 0.01 -0.05 -0.01 -2.008
C -2.9448 2.5959 1.0164 0.13 0.00 0.04 2.359
C -2.6771 1.8870 2.3466 -0.05 0.03 0.02 -1.318
C -4.3607 3.1774 0.9807 0.05 0.06 -0.06 -1.861
Si -2.5735 1.3960 -0.3989 -0.43 -0.01 -0.05 -2.724
O -1.0176 0.9600 -0.3870 0.45 0.13 -0.03 2.375
C -2.9729 2.3298 -1.9970 0.16 -0.03 -0.06 0.400
C -4.2465 2.2792 -2.5680 0.00 -0.08 -0.02 -0.477
C -4.5713 3.0291 -3.6887 -0.02 0.01 -0.02 -0.770
C -3.6199 3.8524 -4.2726 0.00 0.02 -0.02 -0.835
C -2.3458 3.9164 -3.7275 -0.07 0.03 0.01 -0.869
C -2.0309 3.1611 -2.6052 -0.10 0.11 0.12 0.000
C -3.7328 -0.0982 -0.4580 0.17 -0.03 0.10 1.416
C -4.8714 -0.2882 0.3263 0.05 0.02 0.07 -0.351
C -5.6694 -1.4173 0.1975 -0.01 0.00 0.02 -0.798
C -5.3410 -2.3996 -0.7211 -0.01 -0.03 -0.02 -0.719
C -4.2124 -2.2419 -1.5117 -0.01 -0.02 -0.03 -0.770
C -3.4342 -1.1047 -1.3789 0.04 -0.02 -0.03 0.233
H -2.0606 4.4441 1.7319 -0.02 0.04 0.06 0.533
H -2.1433 4.3414 -0.0268 -0.01 0.03 -0.04 0.329
H -0.9267 3.4122 0.8618 -0.06 0.00 0.01 0.327
H -2.8710 2.5603 3.1865 0.00 0.06 0.04 0.601
H -1.6341 1.5737 2.4094 0.10 -0.04 0.01 -0.051
H -3.3001 1.0027 2.4786 -0.06 -0.08 0.02 0.171
H -4.4761 3.9022 1.7920 0.01 0.04 0.04 0.516
H -5.1443 2.4354 1.1007 -0.07 -0.11 0.02 0.270
H -4.5478 3.7050 0.0429 0.00 0.00 -0.02 0.375
H -4.9985 1.6343 -2.1304 -0.05 -0.03 0.02 0.365
H -5.5686 2.9766 -4.1041 -0.03 -0.01 -0.02 0.464
H -3.8743 4.4509 -5.1375 -0.01 0.01 -0.03 0.395
H -1.6060 4.5742 -4.1679 -0.03 0.07 0.02 0.552
H -1.0434 3.2421 -2.1642 -0.03 0.03 0.02 0.605
H -5.1448 0.4405 1.0739 -0.01 0.08 0.06 0.099
H -6.5428 -1.5329 0.8266 -0.01 0.00 0.01 0.423
H -5.9544 -3.2860 -0.8165 0.00 -0.01 0.00 0.388
H -3.9330 -3.0098 -2.2203 0.01 -0.02 -0.02 0.440
H -2.5528 -1.0190 -2.0032 -0.03 -0.03 -0.01 0.031
```
Positions in Å, forces in eV/Å.

***

No. 3
Computed, not measured: C13H28FeNO3P2 as an isolated structure, with wB97M-V/def2-TZVPD.

The largest force on an atom comes out at 3.5 eV Å⁻¹. As for the spin multiplicity: 6. The total charge is 0. For the energy relative to the best compared isomer or geometry (same formula, charge and spin), the calculation gives 0.0 kJ/mol. The calculated total energy is -2738.790927 a.u. The calculation puts the gap between HOMO and LUMO (spin up / spin down) at 4.5 / 7.6 eV. The value obtained for the HOMO energy (spin up / spin down) is -4.3 / -7.6 eV.

```
48
Properties=species:S:1:pos:R:3:forces:R:3:mulliken_charge:R:1
C -4.2318 -0.2109 -0.2882 1.36 -0.83 -0.68 -0.656
C -2.8752 -0.5199 -0.2492 -3.48 0.07 -0.36 0.136
N -1.9817 0.4163 0.2412 0.75 -0.33 -0.37 -0.136
C -2.4822 1.6669 0.5338 -2.09 1.85 0.23 0.360
C -3.8385 2.0226 0.4625 1.96 -0.08 0.42 -0.455
C -4.7331 1.0436 0.0397 -1.51 0.29 0.24 -0.907
C -2.4756 -1.8613 -0.8032 2.12 -1.03 0.22 -0.938
P -0.5985 -1.9576 -0.5092 -1.34 -2.09 -0.89 1.397
Fe -0.0518 -0.0504 0.6593 1.20 0.41 -0.44 -0.613
P 0.1948 2.2639 0.5941 0.14 0.56 0.19 1.562
C -1.4976 2.7187 0.9883 -0.13 0.18 0.32 -1.297
O -2.3622 -1.0904 -4.4761 -2.02 -0.84 0.43 -0.620
O -0.9647 1.8493 -3.0068 -0.75 -2.55 -0.28 -0.663
H -4.8846 -0.9614 -0.7154 -0.14 -0.09 0.15 0.438
H -4.2046 3.0151 0.7912 0.54 -0.63 -0.38 0.388
H -5.8018 1.2441 0.0146 0.22 -0.08 -0.06 0.355
C -0.6234 -3.1994 0.8242 0.08 -0.33 0.48 -1.512
C -0.0273 -2.9634 -1.9376 0.13 -0.12 -0.44 -1.174
H -1.6334 3.7055 0.5311 -0.45 -0.14 0.01 0.470
H -1.5191 2.8804 2.0754 -0.02 -0.19 -0.08 0.543
H -2.5302 -1.9811 -1.8924 -0.33 0.48 0.00 0.298
H -2.9644 -2.8076 -0.4102 0.31 1.39 -0.02 0.459
C 1.1861 2.9138 1.9485 0.15 0.55 0.27 -1.480
C 0.6089 3.2808 -0.8455 0.06 0.27 0.19 -1.179
H -1.3860 0.9365 -2.8077 1.14 2.39 -0.16 0.266
H -0.2824 1.6657 -3.6830 -0.49 0.03 0.43 0.338
H -2.0450 -0.3380 -4.0103 0.77 1.08 0.27 0.239
H -3.2765 -1.1289 -4.0815 1.14 -0.29 -0.82 0.345
H 0.4690 -0.3498 2.0975 0.12 -0.05 0.96 -0.162
H 1.0025 1.0015 -0.1338 -0.24 -1.28 -0.33 -0.115
H -1.1965 -4.0638 0.4743 0.22 -0.06 0.04 0.461
H 0.3627 -3.5134 1.1986 -0.26 0.18 -0.30 0.317
H -1.1756 -2.7752 1.6642 0.05 0.05 0.07 0.356
H -0.4865 -3.9639 -1.9047 0.05 0.29 0.04 0.380
H -0.3906 -2.4631 -2.8458 0.14 -0.13 0.10 0.363
H 1.0710 -3.0707 -2.0176 -0.71 0.20 0.29 0.342
H 0.3769 4.3171 -0.5445 0.31 -0.23 -0.43 0.462
H 1.6792 3.1455 -1.0902 -0.50 0.24 0.03 0.407
H -0.0250 2.9610 -1.6927 0.37 0.24 0.52 0.214
H 0.9152 3.9794 2.0052 0.31 -0.17 0.21 0.435
H 0.9252 2.4170 2.8946 0.07 0.11 -0.40 0.392
H 2.2643 2.8110 1.7633 -0.40 0.08 0.06 0.363
C 2.9396 0.2586 0.7734 1.67 -0.72 0.23 -1.256
C 1.9894 -0.5569 -0.0414 -2.05 1.04 -0.63 0.722
O 2.2199 -1.4030 -0.8799 0.92 0.58 0.89 -0.527
H 3.0849 1.2577 0.2995 -0.09 -0.73 0.26 0.170
H 3.8719 -0.3133 0.7090 0.45 0.45 0.44 0.494
H 2.5985 0.3617 1.8296 0.25 -0.04 -0.95 0.216
```
Positions in Å, forces in eV/Å.

***

No. 4
Computed, not measured: a 2-piece molecular cluster, C4H8P2 overall, with wB97M-V/def2-TZVPD.

The largest force on an atom comes out at 5.3 eV Å⁻¹. As for the spin multiplicity: 1. The total charge is 0. For the energy relative to the best compared isomer or geometry (same formula, charge and spin), the calculation gives 394.0 kJ/mol. The calculated total energy is -839.735439 a.u. The calculation puts the gap between HOMO and LUMO at 9.2 eV. The value obtained for the HOMO energy is -8.7 eV.

```
14
Properties=species:S:1:pos:R:3:forces:R:3:mulliken_charge:R:1
C 1.9715 0.2024 -0.0093 -1.24 1.16 -0.23 -0.562
C 1.4036 -0.7563 0.9868 -0.46 0.23 -0.35 -0.436
C -1.9286 -0.0060 -1.1809 -0.05 4.90 1.02 -0.656
C -0.7082 -0.0778 -0.3954 2.11 4.67 1.23 -0.021
P -2.2070 -0.2815 0.6312 -0.14 0.36 0.96 -0.068
P 0.7848 -1.0053 -0.7875 0.48 -0.32 1.37 -0.029
H 1.6153 1.2749 -0.1467 0.43 -1.54 0.68 0.128
H 2.9809 0.0925 -0.2928 1.11 -0.31 -0.22 0.309
H 1.9555 -1.4945 1.5273 0.96 -0.34 -0.35 0.324
H 0.6247 -0.4349 1.6626 -0.26 0.41 -0.27 0.218
H -2.1997 0.9426 -1.7374 0.19 -1.53 0.62 0.247
H -2.0623 -0.9094 -1.5920 -1.08 -3.06 -2.14 0.360
H -0.1834 1.3888 0.1276 -1.47 -3.67 -1.67 0.134
H -2.0471 1.0645 1.2065 -0.61 -0.95 -0.64 0.052
```
Positions in Å, forces in eV/Å.

***

Q: Which of these has the highest energy relative to the best compared isomer or geometry (same formula, charge and spin)?
A: C4H8P2